(1)
Formula: C16H38BBrN2O16P3
Source: the OMol25 dataset
Level of theory: the ωB97M-V functional and the def2-TZVPD basis

## Properties
total charge: +1
maximum force: 0.129 hartree/bohr
E: -5568.5816 a.u.
orbital gap: 0.306 Ha

Each line ends with the Mulliken charge.
Cartesian coordinates (Å):
C (-3.6782, -2.0725, 1.8023)  -0.169
H (0.0190, 1.6402, -1.4831)  0.254
C (-0.4214, 6.7215, -4.5917)  -0.592
H (2.2420, -9.3756, 1.3082)  0.248
O (4.7705, -6.5710, 1.9724)  -0.343
H (3.4595, -8.9121, 0.1119)  0.312
H (-3.5955, 4.1480, 6.1597)  0.341
H (-3.9988, 4.5021, 0.8929)  0.377
C (5.3364, -4.2175, 0.2795)  -0.589
O (-4.7130, 4.7107, 4.4860)  -0.419
H (-5.4901, -1.9750, 1.0443)  0.320
Br (1.2481, -1.0193, -2.3624)  -0.058
O (-2.5753, 3.8614, 3.7895)  -0.346
O (-3.8588, 2.7892, 2.1058)  -0.164
H (6.2767, -4.0761, -0.2503)  0.259
C (-4.5707, 4.5592, 5.9017)  -0.659
H (-3.9113, -2.6724, -0.3034)  0.269
H (-1.8574, -4.3711, 1.8310)  0.516
H (4.6505, -3.4186, 0.0070)  0.166
H (-1.9297, 5.4915, 4.8918)  0.291
C (-3.3827, 3.6122, 1.0241)  -0.636
C (6.0839, -7.0408, 1.6185)  -0.790
H (6.8116, -6.2506, 1.8010)  0.279
N (0.1979, -2.6182, -0.1582)  0.077
H (-3.4243, 3.0221, 0.1196)  0.132
C (0.0964, -3.8590, 2.3814)  -1.006
C (-1.3176, -1.3517, -1.0295)  0.493
H (0.2198, -4.5999, 3.1550)  0.336
C (3.2290, 3.8601, -6.6949)  -0.639
H (-3.2700, -1.2051, 2.3243)  0.335
H (-1.2379, 5.3397, 3.2724)  0.298
H (-0.8693, 7.6650, -4.2918)  0.263
H (1.6880, 2.7181, -4.4319)  0.245
C (-0.0054, -1.6743, -1.1524)  -0.341
O (2.8429, -4.9820, 1.2357)  -0.617
O (-4.5585, 2.2631, 4.3322)  -0.694
O (2.6679, -7.3626, 1.2921)  -0.300
H (3.5942, 3.6845, -5.6832)  0.326
O (1.9765, 4.5461, -6.6833)  -0.417
P (-4.1574, 3.4675, 3.5776)  1.117
H (5.5234, -4.1989, 1.3524)  0.351
C (-2.1513, 5.2317, 3.8567)  -0.788
H (-2.9007, 5.9172, 3.4695)  0.377
O (1.6983, 4.7818, -4.3073)  -0.355
H (-1.5880, 0.7113, 0.6719)  0.225
H (-5.3590, 3.9219, 6.2933)  0.257
C (-3.3376, -1.9802, 0.3166)  -0.785
H (-3.4179, -3.0205, 2.2638)  0.228
O (-0.8695, 1.7466, -1.8483)  -0.289
H (-2.3469, 3.9059, 1.2020)  0.266
C (0.9794, 3.5487, -4.3948)  -0.569
C (3.0981, -8.7335, 1.1231)  -0.648
B (-1.6436, 0.8150, -1.2130)  0.396
H (0.3671, 3.4321, -3.5008)  0.169
O (-1.9282, -0.4403, -1.8133)  -0.573
H (6.3288, -7.8874, 2.2573)  0.307
H (-3.6416, -0.9835, -0.0056)  0.463
H (3.8792, -8.9743, 1.8438)  0.272
H (3.0584, 2.9024, -7.1861)  0.248
H (-0.5148, 6.0121, -3.7676)  0.218
C (-0.9810, -3.7807, 1.6146)  -0.409
P (3.6733, -6.1480, 0.8347)  1.122
H (-0.9514, 6.3438, -5.4656)  0.291
O (0.9675, 6.9659, -4.8861)  -0.334
O (3.1714, 6.4410, -5.6722)  -0.679
C (-0.9287, -2.8379, 0.5065)  0.856
H (0.3391, 3.5146, -5.2728)  0.385
H (3.9636, 4.4264, -7.2613)  0.266
O (-2.1847, 1.1223, 0.0317)  -0.233
H (6.1467, -7.3523, 0.5793)  0.390
P (1.8546, 5.7823, -5.6082)  1.190
O (-5.0952, -1.9589, 1.9198)  -0.508
H (0.8741, -3.1183, 2.2508)  0.249
N (-1.9093, -2.0864, -0.0195)  0.288
H (-4.6658, 5.5542, 6.3339)  0.254
O (4.8178, -5.4830, -0.1354)  -0.418
H (1.0868, -3.0702, 0.0342)  0.042

Atomic forces in eV per Å
-1.0665 0.1730 -0.2867
0.2482 0.5884 -0.2807
-0.0600 -0.0045 0.2066
-0.0856 0.1363 -0.0131
0.0752 -0.4987 -0.5999
-0.0443 -0.0650 -0.0059
-0.0341 -0.0884 -0.0781
-0.0026 -0.0049 0.0006
0.0470 0.4739 0.0635
-0.8955 0.6911 -2.9617
-0.2512 -0.0001 0.0444
-0.1833 -0.3131 0.3989
-0.3417 0.5751 -0.5433
-1.9172 2.3330 -0.4769
-0.0514 -0.1741 -0.0810
-0.1236 -0.1426 0.5085
0.1940 -0.3446 0.2002
-0.0659 -0.1176 -0.4276
-0.0638 -0.0378 0.0837
-0.0538 0.0569 0.0070
0.0990 0.2298 0.0024
0.0520 0.0973 0.2773
0.0212 0.0080 -0.0649
0.7457 0.3735 -0.5969
-0.1167 -0.0305 0.0229
0.2067 0.1723 0.1484
0.1511 0.6058 -1.5074
-0.0665 0.0668 0.1205
0.4763 -0.0867 -0.1295
0.3801 -0.2532 0.1589
-0.0031 -0.1086 -0.0155
0.1188 0.0583 -0.0603
-0.0262 -0.0374 -0.1210
-0.3284 -0.2629 0.6281
-0.4429 -0.0786 -0.7817
-0.3563 0.2614 -0.4766
0.6414 -0.3807 -3.1746
0.0005 0.1282 0.0058
-2.7749 1.2968 -0.6383
3.4447 -3.3890 4.0576
-0.1157 -0.0336 0.0078
0.2115 -0.1564 0.1225
-0.0022 0.0366 0.0352
-0.6966 -0.1121 -0.3566
-0.4247 0.2936 0.6744
0.0641 -0.1108 -0.0708
-0.0778 0.3358 0.0403
0.3999 0.1014 0.0550
0.0464 -0.7600 -0.1323
-0.0274 0.0053 0.0628
0.2203 0.0774 0.1918
0.0606 -0.1954 0.1931
-0.6888 1.1552 -0.0458
-0.0002 0.1369 0.0124
-0.2109 -0.0185 0.6380
-0.1130 0.0228 0.0666
0.1301 0.0200 -0.0226
0.0144 0.1107 -0.0059
-0.1856 0.0805 -0.0189
0.0767 -0.0319 -0.0427
0.0316 0.0638 0.2445
0.9701 3.2029 5.7492
-0.0754 0.0535 0.0215
-1.4877 -1.0119 -2.6011
-0.4761 0.1206 -0.4197
-0.6973 -0.8085 0.6513
-0.0216 -0.1429 0.0036
0.0091 0.0927 0.1142
0.7608 -1.0972 -0.3906
0.0312 0.0174 -0.0145
4.8873 -0.6200 3.8178
0.2621 0.0026 -0.1166
0.3518 -0.3323 0.1063
0.6127 0.1675 -0.3053
-0.0245 0.0499 -0.2008
-1.2417 -2.3514 -1.8048
-0.1202 -0.2710 0.1272

***

(2)
Formula: C4H7NO2
Source: the OMol25 dataset
Level of theory: the ωB97M-V functional and the def2-TZVPD basis

## Properties
total charge: 0
maximum force: 0.173 hartree/bohr
E: -361.5157 a.u.
relative energy (zero: lowest compared OMol25 entry of this formula, charge and spin): 958.8 kJ/mol
orbital gap: 0.183 Ha

Each line ends with the natural charge from an NBO analysis.
Cartesian coordinates (Å):
C (-1.2918, -0.3126, -0.9044)  0.016
O (1.0505, 0.5511, 2.1211)  -0.420
H (2.4507, -0.9720, -0.8683)  0.216
C (-0.2184, 0.7618, 2.3025)  0.225
C (2.1444, -0.7839, -1.8989)  -0.832
H (-1.6319, -1.3226, -0.4536)  0.134
H (2.6123, 0.0433, -2.4351)  0.220
H (-2.3868, 0.1335, -0.9727)  0.287
C (-1.0682, 0.4002, 1.2424)  0.218
H (1.8627, -1.6583, -2.4635)  0.221
H (-0.4869, 0.6961, 3.4525)  0.190
O (-0.6605, -0.5422, -2.0489)  -0.536
N (-0.5572, 0.4214, 0.0705)  -0.205
H (0.9642, -0.3337, -1.7798)  0.265

Atomic forces in eV per Å
-1.8796 -4.2761 -3.7613
-4.7361 1.5626 0.7612
0.4186 0.0033 -0.4197
6.8493 -2.9756 4.7971
-3.4210 1.5383 0.8678
0.4024 0.7185 0.0493
0.3638 -0.4938 0.1248
2.2877 0.1615 -0.3235
2.2429 1.1017 -6.0486
0.6153 -0.2800 -0.2568
-0.2447 1.0664 -2.3938
-1.5186 1.1368 0.8993
-3.4910 1.5797 5.7308
2.1111 -0.8433 -0.0264

***

(3)
Formula: C4H8N2P
Source: the OMol25 dataset
Level of theory: the ωB97M-V functional and the def2-TZVPD basis

## Properties
total charge: +1
maximum force: 0.041 hartree/bohr
E: -607.7758 a.u.
relative energy (zero: lowest compared OMol25 entry of this formula, charge and spin): 118.1 kJ/mol
orbital gap (alpha / beta): 0.242 / 0.242 Ha

Each line ends with the natural charge from an NBO analysis.
Cartesian coordinates (Å):
N (-2.3242, -1.6593, 0.0508)  -0.632
C (-2.1197, 0.7553, -0.1190)  -0.404
H (-3.1175, 0.9982, -0.4433)  0.246
C (-1.1097, 1.6896, 0.0340)  0.015
P (0.2816, -0.4869, 0.6002)  0.847
H (0.9922, 1.8710, 0.5512)  0.263
H (3.0064, -1.4026, -0.6572)  0.390
H (3.2396, -0.7510, 0.8298)  0.387
H (-1.8489, -2.5450, 0.1669)  0.429
C (0.1669, 1.1992, 0.3919)  -0.696
N (2.7727, -0.6186, -0.0630)  -1.058
H (-1.2836, 2.7422, -0.1297)  0.243
C (-1.6678, -0.5326, 0.1160)  0.160
H (-3.3182, -1.6916, -0.1387)  0.425
H (3.1380, 0.2282, -0.4861)  0.385

Atomic forces in eV per Å
0.2880 0.5735 0.0934
-0.2219 1.4684 -0.1802
-0.1391 0.0901 -0.0778
-1.8071 -0.6635 -0.3039
-0.5546 0.7010 -0.0873
0.1840 0.0414 -0.0498
0.0512 -0.0549 -0.0743
0.0777 -0.0200 -0.1283
-0.0282 0.0374 0.0660
1.1010 -1.7226 0.4518
0.0205 0.3369 0.2256
-0.0490 0.1472 0.0141
1.0326 -0.8201 0.1076
-0.0661 -0.0097 -0.0174
0.1108 -0.1052 -0.0392

***

(4)
Formula: C36H55CoNP2
Source: the OMol25 dataset
Level of theory: the ωB97M-V functional and the def2-TZVPD basis

## Properties
total charge: 0
maximum force: 0.038 hartree/bohr
spin multiplicity: 2
E: -3524.9245 a.u.
orbital gap (alpha / beta): 0.241 / 0.227 Ha

Each line ends with the Mulliken charge.
Cartesian coordinates (Å):
N (0.0605, -1.3369, -0.6912)  0.413
H (0.1158, 0.7779, 4.6475)  0.403
H (-0.9565, -3.4482, 3.3206)  0.495
H (-1.0257, -2.4355, 1.8652)  0.227
H (-4.0360, 1.9294, 0.0912)  0.473
H (-1.9835, 3.4796, -3.6322)  0.361
C (0.5014, -1.8379, 3.2725)  1.385
H (-4.3798, 1.4924, 1.7592)  0.512
H (-2.5840, -0.9477, 2.8464)  0.138
H (-3.4756, 0.4103, 3.5202)  0.434
H (-2.2709, 1.9870, -4.5276)  0.245
C (3.6210, -3.4355, -0.0220)  0.297
C (-1.1177, -0.5967, -2.6204)  0.077
P (-0.9885, 1.0144, -1.7901)  0.274
H (2.4645, 1.3482, -3.1837)  0.653
C (-2.4359, -2.4338, -5.6648)  -1.686
H (1.5947, 3.5727, -2.8599)  0.546
C (-0.5374, 2.9175, 2.0279)  -0.208
H (-0.1161, 4.9768, 2.3869)  0.470
C (1.8819, -1.9337, 0.7443)  -0.028
C (0.3815, 1.7917, -2.8104)  0.526
H (-3.8254, 0.2673, 0.6329)  0.176
C (3.0156, -2.6961, 0.9832)  -0.526
H (3.4405, -2.7350, 1.9727)  0.466
H (-1.9701, -3.2972, -6.1363)  0.421
C (4.8548, -4.2460, 0.2461)  -1.797
C (-1.6492, -0.8592, -3.8731)  -0.616
H (0.2722, -3.6130, 2.0562)  0.320
H (-0.5813, -3.7937, -1.6234)  0.596
H (5.7533, -3.6383, 0.1218)  0.278
H (-1.7881, 4.9084, 0.7238)  0.559
C (0.0123, 1.7931, 4.2722)  -2.227
C (-0.6582, 1.8462, 2.9376)  1.831
H (4.9208, -5.0808, -0.4480)  0.418
C (-3.7076, 1.3098, 0.9165)  -2.184
H (-3.7728, 0.2400, -3.3395)  0.587
C (-2.6057, 2.5899, -3.6903)  -1.573
H (-3.5504, 0.0094, -1.6154)  0.382
H (0.0585, 1.8066, -3.8573)  0.830
H (4.5666, 0.4322, 3.2331)  0.469
P (1.1209, -0.7441, 1.8745)  0.483
H (2.2059, -3.1128, 3.7039)  0.246
H (3.3209, 0.8290, 0.5188)  0.250
H (4.3873, -0.7863, 1.9786)  0.483
C (-1.4906, -3.2074, -3.4650)  -0.813
H (-3.0043, 3.9267, -0.0810)  0.395
H (-2.8324, 2.5196, -1.5877)  -0.676
C (-2.4719, 0.0203, 3.3319)  -1.790
H (-3.5012, -2.6468, -5.5593)  0.299
C (-2.2951, 1.6097, 1.3263)  0.271
H (0.8828, 4.2431, 1.1393)  0.219
C (-1.8318, -2.1606, -4.3183)  0.525
H (1.8677, 0.7823, -1.6167)  0.033
H (1.4351, -0.0848, -3.0883)  0.232
C (3.9068, -0.3486, 2.8497)  -1.797
C (-0.8918, -2.9679, -2.2487)  -0.180
H (-4.6795, 1.2343, -2.2117)  0.432
H (1.1973, 3.8934, 2.8399)  0.399
H (0.9633, -3.0899, 4.9469)  0.469
H (3.4270, 2.1315, 1.7049)  0.556
H (-1.9877, -0.1196, 4.2940)  0.462
H (2.1894, 0.8099, 3.3544)  0.127
H (0.9965, 2.2551, 4.2402)  0.480
C (1.5035, -2.4721, 4.2287)  -1.518
C (1.9145, -2.6717, -1.5455)  -0.189
C (-0.6507, -1.6532, -1.8245)  -1.293
C (-1.9540, 3.9677, 0.1968)  -1.875
C (0.7118, 3.2025, -2.3403)  -1.529
H (4.8550, -4.6382, 1.2616)  0.381
C (2.5723, 0.2898, 2.4730)  1.174
H (-1.9154, -0.0458, -4.5306)  0.227
C (3.0740, -3.3653, -1.3009)  -1.148
C (-0.3572, -2.9033, 2.5910)  -1.778
H (-1.3529, 4.0030, -0.7097)  0.102
H (1.8611, 1.7055, 0.9827)  -0.086
C (1.2381, -1.9857, -0.5130)  -0.057
Co (-0.5312, 0.3752, 0.5177)  1.010
H (3.5681, -3.8827, -2.1126)  0.409
C (-1.7210, 1.0072, 2.4888)  0.630
H (-2.3270, -1.5761, -6.3262)  0.379
H (3.8085, -1.1061, 3.6219)  0.282
C (-3.7166, 0.7574, -2.3874)  -2.010
H (-0.1624, -1.1976, 3.8605)  -0.308
C (1.6138, 0.9030, -2.6697)  -1.546
H (2.0489, -1.7151, 4.7863)  0.360
H (-0.1045, 3.8941, -2.5352)  0.210
H (1.5231, -2.6505, -2.5527)  0.446
H (-1.6767, -4.2241, -3.7827)  0.400
H (-0.5793, 2.3550, 5.0003)  0.373
H (-3.6291, 2.9056, -3.8920)  0.488
C (-1.5739, 2.8247, 1.0816)  2.214
C (2.8094, 1.3068, 1.3535)  -1.614
C (-2.5999, 1.8074, -2.3804)  2.068
H (0.9217, 3.1972, -1.2717)  0.169
C (0.4157, 4.0659, 2.1070)  -1.889

Atomic forces in eV per Å
-0.6658 1.2349 1.3292
0.0697 -0.0826 0.0832
-0.0240 -0.0072 0.0660
-0.0782 -0.1144 -0.0672
-0.0842 0.0531 -0.1545
0.0683 0.0828 -0.0827
-0.2156 0.3106 -0.2304
-0.0921 0.0446 0.0076
-0.0399 -0.1166 0.0734
-0.0744 -0.0792 0.1151
0.0345 -0.0287 -0.1797
0.0384 -0.0546 0.1809
0.1568 -0.3503 0.5611
0.0796 -0.0213 -0.7857
0.0658 0.0606 -0.0518
-0.0921 -0.0258 0.0873
0.0701 0.0540 -0.0284
-0.0948 -0.1617 0.3328
0.0773 0.1778 0.0497
-0.4601 0.4137 -0.3538
-0.0644 -0.0108 0.4436
-0.1432 -0.1032 -0.0612
0.0939 -0.2423 -0.2565
0.0871 0.0403 0.1087
0.0097 -0.0329 -0.0743
0.0555 0.1007 -0.0213
0.1324 -0.2587 -0.0592
0.0109 -0.0647 -0.0336
0.0171 -0.0118 0.0527
0.0992 -0.0385 0.0173
0.0001 0.0183 0.0013
-0.0504 -0.0498 -0.1504
0.0107 0.4913 -0.3458
0.0647 -0.1059 0.0006
0.2782 -0.0812 0.0723
0.0015 -0.0420 -0.0509
0.2196 -0.0467 0.2439
-0.1664 -0.1054 0.0381
-0.0737 -0.0272 0.0995
0.0129 0.0369 0.0130
0.4135 -0.2466 0.3064
0.1222 -0.0857 -0.0285
0.0586 -0.0614 -0.1031
0.0514 -0.0252 -0.0217
0.0588 0.1571 -0.0608
-0.0863 0.0287 -0.0578
0.0100 -0.0672 -0.0564
0.0491 0.0702 -0.2151
-0.0642 -0.0209 -0.1180
0.1815 -0.1103 0.3657
0.1624 0.1167 -0.0569
-0.0490 0.1572 -0.1499
0.1011 -0.0384 0.0869
0.0637 -0.0860 0.0142
-0.1843 -0.0235 0.0379
-0.1207 0.0303 0.1280
-0.0911 0.0690 0.0525
0.1377 0.0177 0.0628
-0.0230 -0.0496 0.0416
0.0973 0.0923 0.0130
0.0093 -0.1062 0.1146
-0.0497 0.0128 -0.0673
0.0734 0.0139 0.0777
-0.0606 0.2523 -0.1466
-0.0076 0.0496 -0.1317
-0.3900 0.3286 -0.6642
0.1513 -0.1629 -0.0022
-0.1531 -0.0696 -0.1228
0.0382 -0.0569 0.0492
-0.4516 0.1240 -0.2153
-0.0885 0.1023 -0.0753
0.0031 -0.0294 0.2571
-0.0985 0.1592 -0.0348
0.0062 0.1026 -0.1922
0.0641 0.1234 0.0265
0.7433 -0.1371 0.3018
0.1524 -1.4132 -0.9715
0.0183 -0.0412 -0.1041
-0.1364 0.0095 -0.4564
-0.0103 0.0185 -0.0586
0.0597 -0.0959 0.0405
0.0328 0.0630 0.1821
0.0451 0.0003 -0.0885
-0.1292 -0.0836 -0.0460
0.1308 0.0184 0.0870
-0.0439 0.1301 0.0572
-0.0206 -0.0120 0.0149
0.0155 -0.1257 -0.0091
-0.0140 -0.0302 0.0672
-0.0540 0.0622 -0.0647
0.1803 -0.0936 0.3909
-0.1756 0.0992 0.0512
0.0685 0.0585 0.4232
0.0474 0.0636 0.1600
-0.1791 -0.1153 -0.0808

***

(5)
Formula: C6H7N3S
Source: the OMol25 dataset
Level of theory: the ωB97M-V functional and the def2-TZVPD basis

## Properties
total charge: 0
maximum force: 0.079 hartree/bohr
SMILES: NN1C=c2cnsc2=CC1
E: -795.1762 a.u.
relative energy (zero: lowest compared OMol25 entry of this formula, charge and spin): 197.7 kJ/mol
orbital gap: 0.264 Ha

Each line ends with the natural charge from an NBO analysis.
Cartesian coordinates (Å):
H (1.1719, -2.7955, -0.3421)  0.352
C (-0.7874, 2.1587, 1.4753)  0.076
H (-0.5282, 2.1710, 2.5637)  0.194
H (0.6732, -2.7635, 1.1502)  0.346
H (-0.6110, 0.4067, -2.6152)  0.209
H (1.3645, -1.1823, -1.7788)  0.193
C (-0.2514, 0.3759, -1.6164)  -0.263
C (0.1433, -0.1837, 1.1375)  0.107
H (-0.4396, -1.7467, -1.5720)  0.167
N (0.5578, -1.1169, 0.1396)  -0.238
S (-1.2943, 2.9185, -0.8089)  0.523
H (0.4436, -0.5563, 2.1521)  0.221
N (1.2384, -2.2940, 0.5324)  -0.616
C (-0.5726, 1.3262, -0.6988)  -0.184
C (-0.3416, 1.0410, 0.7521)  -0.271
C (0.3727, -0.9620, -1.2912)  -0.234
N (-1.1393, 3.2028, 0.8204)  -0.580

Atomic forces in eV per Å
0.4887 -0.8734 0.1156
1.5608 0.6598 2.0046
-0.8102 0.5010 -0.7964
-1.7291 -1.5452 1.8984
-0.0059 0.4758 -0.8482
-0.9488 0.2505 0.0163
-0.1508 0.5893 0.7602
1.7859 -1.6365 -1.8426
1.5328 0.5920 -0.2057
-1.0436 2.9794 2.5781
0.3243 -0.4783 -0.5800
-0.6717 0.7851 -0.9226
1.3186 1.5420 -2.2332
0.8759 -2.1816 0.0546
-0.2894 -1.3190 -1.6300
-1.4002 -0.7417 0.4411
-0.8372 0.4010 1.1899

***

(6)
Formula: BrCd3
Source: the OMol25 dataset
Level of theory: the ωB97M-V functional and the def2-TZVPD basis

## Properties
total charge: +5
maximum force: 0.015 hartree/bohr
E: -3074.3833 a.u.
relative energy (zero: lowest compared OMol25 entry of this formula, charge and spin): 0.0 kJ/mol
orbital gap: 0.102 Ha

Each line ends with the natural charge from an NBO analysis.
Cartesian coordinates (Å):
Cd (0.0366, 2.0267, -3.9765)  1.710
Cd (3.2489, -3.6420, -0.4007)  1.788
Br (-0.4337, -0.1109, 0.6042)  -0.330
Cd (-2.8518, 1.7263, 3.7731)  1.831

Atomic forces in eV per Å
-0.1591 0.3855 -0.4511
0.4214 -0.6183 0.1864
-0.1731 0.2749 0.0773
-0.0892 -0.0421 0.1874